28
Properties=species:S:1:pos:R:3 method="wB97M-V/def2-TZVPD" e_tot_ha=-1489.628971 gap_ha=0.32345 e_homo_ev=-8.8 smiles="Cc1[nH]c2ccc(F)cc2c(=O)c1SC(F)(F)C(F)F"
C -1.484 -2.631 -0.140
C -0.548 -1.503 0.131
N 0.705 -1.617 -0.366
C 1.670 -0.655 -0.199
C 2.954 -0.840 -0.719
C 3.919 0.125 -0.542
C 3.598 1.284 0.160
F 4.553 2.216 0.326
C 2.343 1.495 0.679
C 1.362 0.519 0.503
C 0.008 0.738 1.036
O -0.332 1.774 1.589
C -0.896 -0.376 0.816
S -2.529 -0.216 1.512
C -3.367 0.672 0.140
F -3.583 -0.165 -0.905
F -4.578 1.053 0.576
C -2.589 1.916 -0.342
F -3.401 2.711 -1.062
F -1.592 1.532 -1.169
H -2.085 -2.403 -1.021
H -0.941 -3.556 -0.318
H -2.165 -2.767 0.696
H 0.944 -2.442 -0.899
H 3.186 -1.745 -1.262
H 4.915 0.001 -0.935
H 2.097 2.397 1.218
H -2.165 2.483 0.499